Record 1
Here is a 6-piece molecular cluster, C24H46BBr2I2O5 overall from the OMol25 dataset. Energies are from ωB97M-V/def2-TZVPD.

```
80
Properties=species:S:1:pos:R:3:forces:R:3:mulliken_charge:R:1
C -3.142410 -0.001416 -2.549349 0.0118 0.0406 -0.1045 -0.9867
C -2.765743 0.574284 -1.410645 0.0023 -0.0439 0.0304 -0.1428
C -1.884698 1.776314 -1.294826 -0.2642 0.0196 0.1385 -0.4449
B -0.362105 1.531925 -0.740539 0.2717 0.2353 -0.7066 -0.1984
I -0.567774 0.518354 1.307549 -0.1623 -0.1674 0.3836 -0.2511
C 0.501647 2.923674 -0.735695 -0.1738 0.0994 0.1618 -0.5186
C 0.691067 3.840052 0.469661 0.5504 -0.0804 -0.0528 -0.4052
C 1.639598 3.300241 1.549772 -0.0852 0.0068 0.0429 -1.0350
I -1.159404 4.499988 1.377872 -0.1353 0.1490 0.0341 -0.0582
C 0.371000 0.430291 -1.717074 -0.0806 0.0050 0.0936 -0.8353
Br 2.116129 -0.197095 -1.046347 0.0732 -0.0008 -0.0047 -0.0693
C 0.461855 0.846276 -3.197636 -0.0448 -0.4457 -0.2497 0.5067
C 0.275565 -0.337809 -4.141689 0.0801 -0.1047 0.0871 -1.4159
Br 2.130077 1.735545 -3.755767 0.0009 0.2319 -0.0433 -0.1842
H -2.824455 0.399466 -3.512366 -0.0823 -0.0413 0.0988 0.2918
H -3.794209 -0.869273 -2.565662 0.0862 0.0357 0.0060 0.2609
H -3.108270 0.135148 -0.473929 0.0546 0.0661 -0.0867 0.2526
H -2.371060 2.494842 -0.620861 0.0597 -0.0591 -0.0742 0.0833
H -1.850696 2.269057 -2.278955 0.0819 0.0048 0.1205 0.4328
H 0.075212 3.542054 -1.541922 0.0606 -0.0848 0.0459 0.1669
H 1.535468 2.710538 -1.046561 -0.0964 -0.0232 0.0339 0.3319
H 1.088344 4.792868 0.116755 -0.1092 -0.0657 0.0220 0.4787
H 1.113283 2.824255 2.375949 0.0248 -0.0038 -0.0986 0.2579
H 2.256587 4.108292 1.956497 -0.0869 -0.0744 -0.0260 0.3780
H 2.290194 2.538637 1.108872 -0.0002 0.1043 0.0130 0.2260
H -0.202318 -0.501100 -1.722121 -0.0145 0.1529 0.0783 0.6525
H -0.282464 1.611619 -3.410025 0.0125 -0.0871 0.1327 0.2556
H 1.161589 -0.980474 -4.114019 -0.0889 0.0499 0.0063 0.2692
H -0.580476 -0.933896 -3.806950 0.0175 0.1533 -0.1116 0.4248
H 0.109649 -0.009513 -5.170511 0.0417 -0.0278 0.0649 0.3622
C -4.762901 3.052044 2.440732 0.1221 -0.0242 0.0245 0.2115
C -6.042979 2.665044 1.742724 0.0689 -0.0075 0.1176 0.8139
O -6.095958 2.351697 0.578507 -0.0127 0.0235 -0.0495 -0.5702
C -7.263693 2.674458 2.634526 -0.0720 -0.0919 -0.1280 -1.0533
H -3.882694 2.987029 1.808185 -0.0898 -0.0261 -0.2148 -0.3274
H -4.859128 4.070406 2.825811 0.0211 -0.0114 0.0464 0.3811
H -4.621587 2.389859 3.296393 -0.0462 0.0682 0.0329 -0.3257
H -7.409796 3.670656 3.056707 0.0183 -0.0213 0.0589 0.3120
H -7.094085 1.978547 3.457759 -0.0391 0.0659 0.0753 0.2308
H -8.148492 2.379125 2.074790 0.0232 0.0158 -0.0389 0.3189
C 3.363890 -3.424867 4.137843 0.0713 0.0371 0.0389 -1.0055
C 2.979990 -1.973645 4.325052 -0.0089 -0.0653 -0.0686 0.6995
O 3.451670 -1.313081 5.222972 0.0079 0.0232 0.0413 -0.5795
C 1.985604 -1.416637 3.343498 0.0590 0.0910 0.1248 -0.7261
H 4.078657 -3.719129 4.902825 0.0024 -0.0015 -0.0013 0.2949
H 2.474971 -4.054992 4.202364 -0.0099 -0.0088 -0.0516 0.3104
H 3.800865 -3.568993 3.147488 -0.0456 -0.0210 -0.0164 0.2397
H 1.058167 -1.990843 3.393236 -0.0081 -0.0032 -0.0787 0.2994
H 2.362571 -1.497031 2.322185 -0.0374 -0.0399 -0.0225 0.1982
H 1.772890 -0.373636 3.560284 0.0003 -0.0004 -0.0019 0.2569
C 3.874174 -6.154982 -1.721197 0.0538 0.0029 0.0441 -1.1428
C 3.696829 -4.752979 -1.179397 -0.0148 -0.0202 -0.0328 0.7963
O 4.414349 -4.326425 -0.305214 -0.0035 0.0099 0.0477 -0.5677
C 2.589625 -3.937562 -1.793137 0.0393 0.0599 0.0314 -0.6503
H 4.697550 -6.647048 -1.209186 -0.0004 0.0007 0.0001 0.3024
H 2.956287 -6.728667 -1.578697 -0.0113 0.0080 -0.0385 0.3171
H 4.077089 -6.116103 -2.793070 -0.0365 -0.0053 -0.0084 0.3179
H 1.634362 -4.449033 -1.654753 -0.0013 -0.0155 -0.0499 0.3516
H 2.762128 -3.842904 -2.868091 -0.0425 -0.0345 -0.0114 0.2944
H 2.536354 -2.945334 -1.352303 0.0252 -0.0503 0.0215 -0.0692
C -4.043552 1.930951 6.712016 -0.1049 0.0296 -0.0007 -1.2312
C -4.523149 0.982901 5.640127 0.1546 -0.0731 -0.0546 0.8722
O -5.650588 1.036331 5.204015 -0.0929 0.0176 0.0767 -0.5628
C -3.520734 -0.017245 5.123533 -0.0913 0.0068 -0.0367 -1.0284
H -4.848217 2.605174 6.995116 0.0013 -0.0006 0.0036 0.3173
H -3.708190 1.369130 7.585724 0.0483 0.0031 -0.0136 0.3778
H -3.193498 2.507135 6.342164 0.0311 -0.0304 0.0059 0.3112
H -3.165579 -0.647924 5.940928 0.0435 0.0274 0.0107 0.4241
H -2.656018 0.501547 4.704459 0.0290 -0.0043 -0.0021 0.2223
H -3.977289 -0.634122 4.353850 0.0145 0.0034 -0.0061 0.2773
C 5.568257 -0.726286 -5.598710 0.0271 -0.1411 0.0886 -0.9813
C 4.642517 -1.647056 -6.353617 -0.0012 0.0561 -0.0121 0.8731
O 4.721723 -2.849865 -6.256010 0.0009 -0.0353 -0.0011 -0.5745
C 3.607374 -0.992310 -7.236317 -0.0601 -0.1415 0.0384 -0.9508
H 6.257188 -1.316862 -4.999536 0.0083 0.0118 -0.0046 0.2873
H 6.130070 -0.100478 -6.294625 -0.0546 0.0533 0.0005 0.3278
H 4.987306 -0.074089 -4.944354 -0.0221 0.0691 -0.0310 0.2226
H 4.094316 -0.375840 -7.994066 -0.0106 0.0622 0.0396 0.3456
H 2.962206 -0.347979 -6.634775 0.0457 0.0644 -0.0132 0.1756
H 3.007965 -1.761231 -7.718231 -0.0046 0.0191 -0.0158 0.2796
```
Positions in Å, forces in eV/Å.

orbital gap	7.63	eV
lowest unoccupied orbital energy	2.278	eV
charge	-1

---

Record 2
Here is an isolated ion of composition C5H5N2O4 and charge -1 from the OMol25 dataset. Energies are from ωB97M-V/def2-TZVPD.

```
16
Properties=species:S:1:pos:R:3:forces:R:3:mulliken_charge:R:1
C -0.130528 -0.496046 -1.630198 1.6181 -2.3240 0.7609 -0.2978
C 0.641734 2.528481 -0.915985 0.7420 1.0642 -2.0497 0.0216
C -1.859853 2.216555 -0.432225 1.4607 -1.2829 -0.2950 0.5873
C 0.089301 -0.750693 -0.091799 -1.4104 0.0775 -1.3789 -0.5208
C -0.345393 1.428939 -0.686174 -1.5302 1.4336 0.8628 1.2106
N -0.398218 0.673551 -1.939666 0.0111 0.8466 0.7317 -0.5352
N -0.104481 0.552233 0.520865 1.8117 0.3341 -2.9784 -0.5979
O 0.848481 2.948299 -2.055266 0.1125 -0.3024 2.5282 -0.6013
O -2.168781 2.106807 0.749035 -0.6949 0.3557 1.0043 -0.7227
O 1.270007 3.107588 0.173616 0.4532 1.4849 -4.1657 -0.4990
O -2.369297 2.630381 -1.445408 -0.5419 0.6575 -0.5331 -0.6523
H 0.220884 -1.247113 -2.393542 -1.0127 0.4797 0.6811 0.3383
H -0.642950 -1.530357 0.225117 0.8208 0.3705 0.1835 0.3068
H 1.104463 -0.967681 0.053012 1.4354 -1.4094 0.2066 0.3082
H -0.886226 0.562066 1.091797 -2.0619 0.5187 0.9838 0.2933
H 1.024498 2.634632 0.900090 -1.2135 -2.3041 3.4579 0.3609
```
Positions in Å, forces in eV/Å.

SMILES string	O=C([O-])[C@]1(C(=O)O)N=CCN1
ΔE to the lowest compared entry with this formula, charge and spin	0.288	eV
orbital gap	7.87	eV
lowest unoccupied orbital energy	3.583	eV
charge	-1